# 1
The following is a quantum chemistry calculation of a molecular structure, C33H96N2O17Pd in a non-equilibrium geometry, from the Open Molecules 2025 dataset.

Element x y z (Å)
Pd1 17.536 -20.934 -11.265
C1 16.481 -17.848 -14.215
C2 16.820 -18.954 -15.271
C3 17.646 -18.209 -16.338
C4 18.255 -19.092 -17.441
C5 19.089 -20.164 -16.764
C6 18.376 -20.974 -15.609
N1 17.690 -20.008 -14.728
O1 17.222 -20.543 -13.502
C7 19.516 -21.746 -14.898
C8 17.331 -21.951 -16.293
C9 15.502 -19.375 -15.975
H1 15.804 -18.241 -13.458
H2 16.149 -16.920 -14.681
H3 17.413 -17.571 -13.717
H4 18.488 -17.717 -15.844
H5 17.078 -17.422 -16.841
H6 18.887 -18.418 -18.025
H7 17.538 -19.499 -18.155
H8 20.012 -19.783 -16.324
H9 19.389 -20.850 -17.562
H10 20.003 -22.406 -15.617
H11 19.093 -22.282 -14.047
H12 20.317 -21.135 -14.480
H13 17.793 -22.940 -16.232
H14 17.086 -21.764 -17.339
H15 16.388 -22.006 -15.750
H16 14.844 -18.527 -16.175
H17 14.900 -20.002 -15.313
H18 15.703 -19.874 -16.922
C10 16.824 -24.149 -13.461
C11 15.438 -24.289 -12.808
C12 15.152 -25.818 -12.903
C13 13.924 -26.248 -12.158
C14 14.060 -25.845 -10.700
C15 14.277 -24.319 -10.514
N2 15.357 -23.866 -11.386
O2 15.945 -22.703 -11.042
C16 14.753 -24.215 -9.036
C17 12.937 -23.543 -10.712
C18 14.396 -23.511 -13.655
H19 16.867 -24.252 -14.543
H20 17.585 -24.716 -12.921
H21 17.212 -23.136 -13.303
H22 16.027 -26.367 -12.547
H23 15.059 -26.102 -13.953
H24 13.875 -27.333 -12.257
H25 13.051 -25.747 -12.577
H26 14.796 -26.449 -10.167
H27 13.116 -26.197 -10.276
H28 15.815 -24.457 -8.986
H29 14.310 -24.966 -8.381
H30 14.574 -23.238 -8.589
H31 13.134 -22.507 -10.989
H32 12.471 -23.419 -9.732
H33 12.221 -24.039 -11.364
H34 13.367 -23.584 -13.306
H35 14.390 -23.946 -14.657
H36 14.603 -22.450 -13.799
C19 13.945 -14.863 -15.783
O3 14.779 -13.947 -16.488
H37 12.887 -14.645 -15.922
H38 14.189 -15.866 -16.137
H39 14.085 -14.784 -14.702
H40 15.668 -13.958 -16.127
C20 20.868 -17.900 -14.380
O4 19.966 -18.667 -13.626
H41 21.692 -17.562 -13.756
H42 21.210 -18.511 -15.222
H43 20.381 -17.048 -14.863
H44 19.197 -18.934 -14.176
C21 14.678 -19.718 -11.242
O5 15.908 -19.543 -10.542
H45 14.153 -18.787 -11.471
H46 14.748 -20.204 -12.215
H47 13.992 -20.348 -10.672
H48 15.700 -19.039 -9.750
C22 20.675 -25.647 -13.977
O6 21.699 -25.827 -12.997
H49 21.015 -24.918 -14.713
H50 20.509 -26.564 -14.545
H51 19.734 -25.249 -13.595
H52 21.529 -26.660 -12.549
C23 21.130 -20.601 -21.408
O7 20.293 -19.614 -20.837
H53 22.184 -20.319 -21.350
H54 21.012 -21.585 -20.946
H55 20.919 -20.747 -22.467
H56 20.457 -19.608 -19.888
C24 17.323 -15.554 -20.093
O8 17.864 -14.276 -19.856
H57 18.061 -16.202 -20.578
H58 17.010 -16.047 -19.169
H59 16.524 -15.497 -20.831
H60 18.627 -14.336 -19.266
C25 14.172 -18.175 -18.986
O9 13.391 -17.181 -19.642
H61 13.525 -18.904 -18.499
H62 14.883 -18.638 -19.672
H63 14.703 -17.720 -18.146
H64 13.951 -16.399 -19.646
C26 17.848 -22.976 -20.561
O10 18.236 -24.236 -21.069
H65 17.303 -22.442 -21.343
H66 17.259 -22.954 -19.642
H67 18.787 -22.458 -20.360
H68 17.513 -24.836 -20.870
C27 16.243 -16.121 -11.125
O11 15.357 -15.045 -11.410
H69 16.990 -16.191 -11.917
H70 16.695 -15.924 -10.150
H71 15.695 -17.061 -11.103
H72 15.821 -14.206 -11.371
C28 20.248 -24.408 -17.824
O12 21.537 -24.296 -18.387
H73 19.631 -25.115 -18.382
H74 20.333 -24.714 -16.783
H75 19.711 -23.455 -17.863
H76 21.452 -24.375 -19.340
C29 19.958 -15.484 -17.258
O13 19.618 -14.162 -17.674
H77 21.027 -15.518 -17.038
H78 19.409 -15.879 -16.406
H79 19.840 -16.103 -18.149
H80 20.325 -13.533 -17.524
C30 20.662 -21.986 -11.704
O14 19.301 -22.241 -11.425
H81 21.146 -22.831 -12.200
H82 20.778 -21.083 -12.299
H83 21.306 -21.873 -10.826
H84 19.205 -23.126 -11.063
C31 19.404 -18.366 -10.218
O15 18.836 -19.076 -11.307
H85 19.410 -17.295 -10.430
H86 18.715 -18.453 -9.374
H87 20.359 -18.723 -9.827
H88 19.219 -18.697 -12.117
C32 22.403 -20.452 -18.005
O16 21.900 -19.169 -18.412
H89 22.673 -20.504 -16.949
H90 21.732 -21.286 -18.204
H91 23.313 -20.695 -18.559
H92 22.546 -18.485 -18.218
C33 12.725 -17.481 -13.761
O17 11.585 -17.712 -12.965
H93 13.268 -18.426 -13.856
H94 12.505 -17.119 -14.763
H95 13.390 -16.776 -13.254
H96 11.844 -18.142 -12.149

## Properties
E = -2830.91778 a.u.
HOMO level (alpha / beta) = -0.208 / -0.206 Ha
energy relative to the best compared isomer or geometry (same formula, charge and spin) = 0.000 eV
multiplicity = 3
orbital gap (alpha / beta) = 0.216 / 0.198 Ha

These are the Mulliken partial charges, in e, on atoms 1 to 4: -0.1674, -1.1903, 2.9053, -1.0037


# 2
The following is a quantum chemistry calculation of 17 unconnected molecules or ions with the total composition C33H99NO17 in a non-equilibrium geometry, from the Open Molecules 2025 dataset.

Element x y z (Å)
C1 1.829 3.831 4.689
C2 0.806 2.820 4.208
C3 1.552 1.455 4.180
C4 1.614 0.776 5.616
C5 0.174 0.730 6.302
C6 -0.624 2.124 6.317
N1 -0.525 2.654 4.918
O1 -1.420 3.666 4.683
C7 -2.109 1.891 6.764
C8 0.085 3.148 7.336
C9 0.495 3.146 2.720
H1 1.340 4.795 4.826
H2 2.731 3.853 4.077
H3 2.180 3.538 5.679
H4 1.076 0.802 3.449
H5 2.580 1.700 3.912
H6 2.378 1.247 6.235
H7 1.922 -0.265 5.511
H8 0.278 0.369 7.325
H9 -0.447 0.065 5.701
H10 -2.779 2.748 6.685
H11 -2.520 1.125 6.106
H12 -2.209 1.640 7.820
H13 1.124 2.914 7.566
H14 -0.017 4.186 7.019
H15 -0.349 3.102 8.335
H16 0.069 4.149 2.709
H17 -0.189 2.413 2.292
H18 1.378 3.302 2.100
H19 -0.952 4.477 4.896
O2 -4.687 -0.374 -4.196
H20 -4.096 -1.126 -4.144
H21 -4.126 0.354 -4.464
O3 -0.953 3.317 -4.233
H22 -0.291 2.719 -3.886
H23 -0.508 4.163 -4.284
O4 -3.381 -2.553 -3.236
H24 -4.195 -2.580 -2.732
H25 -2.689 -2.547 -2.575
O5 -2.358 -3.918 -0.277
H26 -1.805 -4.346 -0.930
H27 -2.433 -3.014 -0.581
O6 -4.444 -2.842 1.082
H28 -3.679 -3.346 0.805
H29 -4.100 -2.210 1.712
O7 -2.653 1.408 -5.623
H30 -2.333 2.164 -5.130
H31 -1.881 0.857 -5.746
O8 -4.467 0.379 -0.775
H32 -4.469 1.246 -0.369
H33 -5.392 0.143 -0.839
O9 -1.096 -4.415 -2.941
H34 -0.420 -5.049 -3.181
H35 -1.468 -4.133 -3.777
C10 4.893 -1.698 -2.734
C11 3.654 -2.517 -3.080
C12 2.566 -1.910 -3.866
O10 4.051 -3.773 -3.544
H36 5.726 -1.888 -3.410
H37 5.353 -1.895 -1.766
H38 4.767 -0.615 -2.739
H39 3.245 -2.769 -2.102
H40 2.854 -1.632 -4.880
H41 2.220 -0.987 -3.400
H42 1.694 -2.564 -3.885
H43 4.568 -4.128 -2.817
C13 -1.574 -1.435 -6.362
C14 -0.130 -0.997 -6.399
C15 0.355 -0.873 -7.808
O11 -0.084 0.339 -5.936
H44 -1.619 -2.220 -7.117
H45 -2.304 -0.743 -6.783
H46 -1.847 -1.804 -5.374
H47 0.500 -1.685 -5.836
H48 1.325 -0.408 -7.984
H49 -0.302 -0.272 -8.437
H50 0.378 -1.860 -8.268
H51 0.826 0.596 -5.776
C16 -2.614 -3.293 4.255
C17 -2.331 -1.835 4.086
C18 -1.060 -1.625 3.320
O12 -3.433 -1.358 3.298
H52 -2.571 -3.743 3.263
H53 -3.595 -3.396 4.719
H54 -1.803 -3.757 4.816
H55 -2.312 -1.204 4.974
H56 -0.967 -0.623 2.902
H57 -0.927 -2.175 2.389
H58 -0.166 -1.854 3.900
H59 -3.281 -0.420 3.159
C19 -0.950 -0.595 -2.705
C20 -0.907 -0.705 -1.227
C21 -0.772 0.603 -0.400
O13 -2.012 -1.369 -0.650
H60 -1.890 -0.183 -3.072
H61 -0.918 -1.613 -3.095
H62 -0.076 -0.081 -3.106
H63 -0.144 -1.465 -1.061
H64 0.116 1.115 -0.771
H65 -0.573 0.458 0.662
H66 -1.583 1.331 -0.437
H67 -2.813 -0.847 -0.730
C22 0.655 -5.788 1.609
C23 0.907 -5.503 0.093
C24 1.041 -4.001 -0.104
O14 2.116 -6.098 -0.322
H68 -0.117 -5.114 1.979
H69 1.486 -5.533 2.266
H70 0.308 -6.787 1.871
H71 0.105 -5.899 -0.529
H72 0.155 -3.572 0.363
H73 1.240 -3.739 -1.143
H74 1.841 -3.596 0.516
H75 2.031 -7.007 -0.618
C25 2.794 -1.874 2.466
C26 3.417 -1.161 1.248
C27 2.729 0.085 0.770
O15 4.724 -0.808 1.504
H76 3.226 -2.874 2.423
H77 1.751 -2.170 2.347
H78 2.893 -1.387 3.436
H79 3.212 -1.749 0.353
H80 1.714 -0.312 0.767
H81 3.018 0.327 -0.253
H82 2.828 1.036 1.294
H83 4.551 -0.109 2.139
C28 4.169 3.240 -3.271
C29 2.787 2.813 -2.778
C30 2.356 3.725 -1.661
O16 1.825 2.866 -3.813
H84 4.181 4.305 -3.504
H85 4.561 2.754 -4.164
H86 4.900 3.089 -2.476
H87 2.936 1.774 -2.486
H88 3.138 3.820 -0.909
H89 1.466 3.301 -1.197
H90 2.181 4.747 -1.999
H91 1.730 3.782 -4.083
C31 -2.426 4.032 -1.186
C32 -2.239 3.948 0.308
C33 -2.249 5.351 0.841
O17 -3.297 3.298 0.955
H92 -3.273 4.662 -1.454
H93 -2.853 3.093 -1.539
H94 -1.530 4.304 -1.744
H95 -1.276 3.481 0.513
H96 -3.168 5.892 0.614
H97 -1.518 5.920 0.266
H98 -2.004 5.465 1.897
H99 -4.099 3.642 0.553

## Properties
E = -2650.40019 a.u.
HOMO level = -0.313 Ha
energy relative to the best compared isomer or geometry (same formula, charge and spin) = 0.000 eV
orbital gap = 0.316 Ha

These are the Mulliken partial charges, in e, on atoms 1 to 4: -1.8654, 1.8079, -0.4497, -1.0532


Number 1 is which compound? C33H96N2O17Pd


E of number 1 (C33H96N2O17Pd)? -2830.91778 a.u.


What is the E in the second record? -2650.40019 a.u.